This record from the OMol25 dataset describes H5LuNO4P2S as an isolated structure in a non-equilibrium geometry. The level of theory is the ωB97M-V functional and the def2-TZVPD basis.

```
14
Properties=species:S:1:pos:R:3:forces:R:3:mulliken_charge:R:1
Lu 0.934143 0.508504 -3.036117 0.68 7.10 -0.08 1.5374
S 1.147103 -2.079807 1.759696 -0.37 0.01 -0.15 -0.0038
P 1.545199 -0.289746 1.372013 1.10 -1.72 2.00 0.1338
P -0.489849 0.122559 -0.859170 1.08 0.66 0.87 1.4649
O -0.755031 1.416581 -1.514674 1.52 0.55 -3.11 -0.5513
O -0.471785 -0.985037 -2.219977 -0.78 0.98 0.74 -0.2984
O -1.505046 -0.447317 0.019336 -1.72 -1.28 1.80 -0.1414
O 0.995215 0.214192 -0.356905 -0.14 -0.30 -2.04 -0.3125
N -2.049971 0.386170 1.113073 -1.18 0.03 0.59 -0.3292
H -1.924954 1.385488 0.965325 0.25 0.03 -0.48 0.3364
H 0.333329 -0.954715 -2.693117 -0.55 -6.71 0.95 0.4162
H 0.991019 0.683384 2.206183 -0.24 0.52 -0.47 0.2341
H 2.904271 -0.014822 1.257633 0.05 0.54 -0.54 0.2011
H -1.653642 0.054565 1.986701 0.29 -0.41 -0.08 0.3127
```
Positions in Å, forces in eV/Å.

The calculation puts the total energy at -2673.73668 Eh. The calculation puts the HOMO energy at -20.29 eV. Its frontier orbital gap is 3.7 eV. As for the total charge: +3.